{"formula": "C80H200As3F22N13O21S4", "method": "ωB97M-V with the def2-TZVPD basis set", "species": ["C", "C", "N", "C", "C", "C", "C", "C", "O", "C", "H", "H", "H", "H", "H", "H", "H", "H", "H", "H", "H", "H", "H", "H", "H", "H", "H", "H", "H", "H", "C", "C", "N", "C", "C", "C", "C", "C", "O", "C", "H", "H", "H", "H", "H", "H", "H", "H", "H", "H", "H", "H", "H", "H", "H", "H", "H", "H", "H", "H", "C", "C", "N", "C", "C", "C", "C", "C", "O", "C", "H", "H", "H", "H", "H", "H", "H", "H", "H", "H", "H", "H", "H", "H", "H", "H", "H", "H", "H", "H", "C", "C", "N", "C", "C", "C", "C", "C", "O", "C", "H", "H", "H", "H", "H", "H", "H", "H", "H", "H", "H", "H", "H", "H", "H", "H", "H", "H", "H", "H", "C", "C", "N", "C", "C", "C", "C", "C", "O", "C", "H", "H", "H", "H", "H", "H", "H", "H", "H", "H", "H", "H", "H", "H", "H", "H", "H", "H", "H", "H", "C", "C", "N", "C", "C", "C", "C", "C", "O", "C", "H", "H", "H", "H", "H", "H", "H", "H", "H", "H", "H", "H", "H", "H", "H", "H", "H", "H", "H", "H", "C", "C", "N", "C", "C", "C", "C", "C", "O", "C", "H", "H", "H", "H", "H", "H", "H", "H", "H", "H", "H", "H", "H", "H", "H", "H", "H", "H", "H", "H", "C", "C", "N", "C", "C", "C", "C", "C", "O", "C", "H", "H", "H", "H", "H", "H", "H", "H", "H", "H", "H", "H", "H", "H", "H", "H", "H", "H", "H", "H", "C", "C", "N", "C", "C", "C", "C", "C", "O", "C", "H", "H", "H", "H", "H", "H", "H", "H", "H", "H", "H", "H", "H", "H", "H", "H", "H", "H", "H", "H", "C", "C", "N", "C", "C", "C", "C", "C", "O", "C", "H", "H", "H", "H", "H", "H", "H", "H", "H", "H", "H", "H", "H", "H", "H", "H", "H", "H", "H", "H", "As", "F", "F", "F", "F", "F", "F", "As", "F", "F", "F", "F", "F", "F", "As", "F", "F", "F", "F", "F", "F", "N", "S", "O", "O", "F", "S", "O", "O", "F", "N", "S", "O", "O", "F", "S", "O", "O", "F", "N", "O", "O", "O"], "positions_angstrom": [[2.540, -0.219, 3.756], [3.117, -0.897, 4.991], [2.167, -1.642, 5.854], [1.198, -0.612, 6.417], [1.359, -2.657, 5.013], [0.651, -3.703, 5.765], [2.935, -2.413, 6.901], [4.111, -1.785, 7.656], [3.552, -0.731, 8.385], [4.487, 0.042, 9.079], [3.223, 0.451, 3.305], [1.645, 0.343, 4.019], [2.253, -0.990, 3.053], [3.634, -0.231, 5.702], [3.861, -1.641, 4.688], [1.433, -0.494, 7.475], [0.192, -0.985, 6.297], [1.359, 0.313, 5.844], [2.063, -3.155, 4.360], [0.692, -2.028, 4.488], [-0.046, -3.360, 6.529], [1.336, -4.449, 6.255], [-0.048, -4.223, 5.142], [3.396, -3.317, 6.379], [2.159, -2.712, 7.608], [4.909, -1.479, 6.990], [4.580, -2.517, 8.307], [5.390, -0.473, 9.341], [3.977, 0.391, 9.976], [4.728, 0.886, 8.449], [1.985, -11.955, 2.240], [2.074, -11.054, 1.015], [0.860, -10.151, 0.731], [0.565, -9.148, 1.797], [1.118, -9.512, -0.580], [2.249, -8.611, -0.689], [-0.282, -11.084, 0.653], [-1.540, -10.634, -0.068], [-1.812, -9.291, 0.201], [-3.059, -9.119, 0.880], [2.418, -11.466, 3.109], [2.546, -12.827, 1.972], [0.995, -12.232, 2.481], [2.252, -11.588, 0.065], [2.941, -10.428, 1.159], [-0.032, -9.633, 2.570], [0.004, -8.334, 1.396], [1.527, -8.885, 2.168], [0.194, -8.995, -0.731], [1.211, -10.333, -1.349], [3.185, -9.078, -0.397], [2.145, -7.695, -0.102], [2.122, -8.286, -1.737], [-0.573, -11.309, 1.694], [0.130, -11.948, 0.122], [-2.261, -11.355, 0.280], [-1.507, -10.748, -1.184], [-2.966, -9.603, 1.881], [-3.867, -9.630, 0.319], [-3.290, -8.083, 0.922], [-1.168, -3.290, -5.487], [-1.929, -2.155, -6.042], [-2.338, -2.309, -7.464], [-3.271, -3.447, -7.544], [-3.093, -1.020, -7.828], [-4.230, -0.641, -6.943], [-1.055, -2.561, -8.373], [-0.106, -1.451, -8.404], [0.706, -1.407, -7.212], [0.822, -0.125, -6.669], [-0.936, -2.945, -4.514], [-0.219, -3.435, -5.990], [-1.726, -4.228, -5.476], [-1.207, -1.353, -6.091], [-2.787, -1.886, -5.407], [-3.838, -3.322, -8.504], [-4.017, -3.406, -6.775], [-2.688, -4.385, -7.522], [-3.393, -1.203, -8.848], [-2.380, -0.205, -7.809], [-4.823, 0.142, -7.428], [-3.858, -0.191, -6.034], [-4.810, -1.445, -6.612], [-1.418, -2.813, -9.371], [-0.585, -3.462, -8.027], [-0.635, -0.503, -8.587], [0.504, -1.553, -9.291], [-0.138, 0.302, -6.439], [1.321, 0.651, -7.344], [1.429, -0.220, -5.784], [0.785, 6.359, 6.642], [-0.054, 7.489, 6.112], [-0.844, 7.215, 4.887], [-2.114, 6.461, 5.252], [-1.278, 8.592, 4.331], [-2.119, 9.532, 5.160], [0.067, 6.545, 3.810], [-0.370, 6.584, 2.314], [-1.691, 6.043, 2.238], [-1.929, 5.205, 1.147], [0.217, 5.620, 7.231], [1.566, 6.802, 7.245], [1.342, 5.873, 5.779], [0.591, 8.381, 5.880], [-0.780, 7.905, 6.830], [-2.790, 6.713, 4.438], [-2.433, 6.701, 6.251], [-1.878, 5.396, 5.214], [-1.744, 8.305, 3.404], [-0.386, 9.057, 3.922], [-2.349, 10.423, 4.598], [-1.642, 9.998, 6.053], [-3.091, 9.082, 5.413], [0.144, 5.537, 4.115], [1.043, 7.089, 4.060], [0.338, 5.859, 1.805], [-0.358, 7.581, 1.840], [-1.949, 5.706, 0.147], [-2.921, 4.841, 1.255], [-1.263, 4.361, 1.211], [7.285, -2.658, -8.168], [6.548, -1.506, -7.536], [5.057, -1.680, -7.339], [4.529, -2.084, -8.641], [4.917, -2.808, -6.271], [3.458, -3.027, -5.859], [4.410, -0.432, -6.908], [4.599, 0.758, -7.772], [3.893, 0.625, -8.956], [3.441, 1.926, -9.494], [7.094, -3.624, -7.660], [8.326, -2.373, -8.149], [7.106, -2.666, -9.254], [6.728, -0.609, -8.066], [6.819, -1.221, -6.523], [4.737, -3.134, -8.837], [4.927, -1.452, -9.393], [3.449, -1.997, -8.565], [5.451, -2.384, -5.448], [5.397, -3.716, -6.635], [3.089, -2.051, -5.505], [3.516, -3.718, -4.992], [2.885, -3.519, -6.654], [4.784, -0.327, -5.866], [3.320, -0.606, -6.825], [5.667, 1.014, -7.967], [4.178, 1.618, -7.255], [4.360, 2.458, -9.604], [2.681, 2.402, -8.908], [2.972, 1.828, -10.496], [-6.076, -1.464, 9.748], [-7.484, -1.182, 9.260], [-7.624, -0.912, 7.752], [-7.315, -2.184, 7.026], [-8.988, -0.503, 7.339], [-10.007, -1.558, 7.685], [-6.728, 0.192, 7.358], [-7.137, 1.046, 6.041], [-7.308, 0.294, 4.895], [-6.199, 0.427, 3.998], [-5.311, -0.703, 9.571], [-5.775, -2.350, 9.203], [-6.081, -1.623, 10.816], [-8.015, -0.398, 9.765], [-8.162, -2.040, 9.392], [-6.274, -2.407, 7.067], [-7.687, -2.126, 5.995], [-7.819, -3.031, 7.558], [-9.017, -0.347, 6.263], [-9.096, 0.511, 7.741], [-9.688, -2.631, 7.438], [-10.943, -1.460, 7.088], [-10.337, -1.486, 8.759], [-5.708, -0.202, 7.358], [-6.765, 0.877, 8.215], [-6.399, 1.824, 5.853], [-8.096, 1.527, 6.302], [-6.625, 0.156, 3.044], [-5.373, -0.195, 4.323], [-5.798, 1.398, 3.922], [7.885, 3.139, -0.964], [7.974, 3.273, 0.571], [6.719, 2.811, 1.237], [5.497, 3.498, 0.640], [6.657, 1.310, 1.074], [5.453, 0.547, 1.722], [6.775, 3.009, 2.715], [6.878, 4.468, 3.107], [5.609, 5.062, 3.180], [5.575, 6.435, 2.904], [7.004, 3.589, -1.359], [8.087, 2.150, -1.426], [8.755, 3.754, -1.254], [8.140, 4.246, 0.944], [8.655, 2.603, 0.997], [5.728, 4.556, 0.468], [4.749, 3.458, 1.392], [5.314, 3.005, -0.326], [7.610, 0.823, 1.319], [6.571, 1.182, 0.012], [5.473, 0.472, 2.790], [5.598, -0.468, 1.372], [4.523, 0.969, 1.350], [7.644, 2.447, 3.121], [5.876, 2.602, 3.139], [7.462, 5.067, 2.376], [7.477, 4.538, 4.051], [4.639, 6.760, 3.350], [5.498, 6.631, 1.824], [6.435, 6.944, 3.354], [-6.416, 3.027, -3.397], [-6.647, 2.984, -1.883], [-6.451, 1.637, -1.226], [-6.407, 1.847, 0.247], [-7.617, 0.640, -1.696], [-9.036, 1.128, -1.333], [-5.169, 1.081, -1.655], [-4.678, -0.056, -0.790], [-5.750, -0.883, -0.446], [-5.399, -1.986, 0.404], [-6.915, 3.958, -3.773], [-6.888, 2.156, -3.899], [-5.378, 3.149, -3.669], [-7.573, 3.437, -1.668], [-5.917, 3.572, -1.408], [-6.422, 0.867, 0.723], [-7.327, 2.410, 0.468], [-5.530, 2.476, 0.506], [-7.242, -0.313, -1.301], [-7.507, 0.666, -2.767], [-9.170, 2.094, -1.725], [-9.338, 1.143, -0.315], [-9.696, 0.393, -1.847], [-4.522, 1.956, -1.707], [-5.287, 0.768, -2.702], [-4.304, 0.403, 0.149], [-3.927, -0.665, -1.272], [-5.021, -1.551, 1.337], [-4.632, -2.567, -0.056], [-6.304, -2.512, 0.613], [1.317, -2.847, -1.977], [0.147, -1.997, -1.481], [-0.193, -2.232, -0.021], [-1.523, -1.568, 0.282], [-0.276, -3.699, 0.360], [-1.345, -4.479, -0.345], [0.884, -1.621, 0.820], [1.482, -0.220, 0.404], [0.451, 0.725, 0.148], [0.936, 2.061, 0.038], [1.214, -3.915, -1.759], [2.250, -2.567, -1.501], [1.385, -2.729, -3.037], [-0.822, -2.129, -2.055], [0.392, -0.963, -1.591], [-1.458, -0.510, 0.024], [-1.750, -1.712, 1.319], [-2.301, -2.078, -0.335], [-0.471, -3.665, 1.433], [0.724, -4.158, 0.266], [-1.050, -4.586, -1.381], [-2.309, -3.999, -0.469], [-1.495, -5.442, 0.116], [1.731, -2.221, 0.981], [0.347, -1.590, 1.795], [2.154, -0.360, -0.439], [2.009, 0.089, 1.327], [1.380, 2.274, 1.016], [0.005, 2.574, -0.123], [1.741, 2.187, -0.664], [1.728, 8.658, -2.973], [2.100, 8.614, -4.419], [1.270, 7.633, -5.218], [-0.144, 8.053, -5.193], [1.766, 7.600, -6.650], [0.886, 6.798, -7.559], [1.329, 6.274, -4.691], [2.591, 5.640, -4.174], [3.669, 5.694, -5.091], [4.854, 5.282, -4.536], [0.714, 8.930, -2.870], [2.307, 9.470, -2.542], [2.093, 7.784, -2.391], [3.107, 8.341, -4.607], [1.872, 9.604, -4.869], [-0.299, 8.621, -4.324], [-0.863, 7.217, -5.364], [-0.285, 8.775, -5.999], [2.840, 7.300, -6.525], [1.745, 8.652, -7.033], [-0.185, 7.128, -7.613], [0.994, 5.723, -7.297], [1.352, 7.049, -8.536], [0.875, 5.687, -5.476], [0.736, 6.259, -3.801], [2.404, 4.561, -3.881], [2.881, 6.112, -3.252], [5.646, 5.276, -5.298], [4.836, 4.303, -4.047], [5.175, 6.008, -3.745], [-4.448, -3.947, -3.000], [-5.771, -2.933, -2.357], [-5.459, -5.175, -3.491], [-3.122, -4.794, -3.739], [-3.238, -2.601, -2.573], [-4.115, -4.506, -1.428], [-4.672, -3.174, -4.589], [-2.887, -3.016, 3.995], [-3.299, -4.207, 2.692], [-2.349, -4.370, 5.109], [-2.484, -1.857, 5.183], [-3.364, -1.703, 2.870], [-4.525, -3.024, 4.601], [-1.222, -2.952, 3.263], [4.493, 0.931, -3.068], [4.191, 0.044, -1.494], [3.399, 2.173, -2.544], [4.766, 1.792, -4.526], [5.481, -0.410, -3.591], [3.123, 0.019, -3.787], [5.845, 1.752, -2.331], [-3.016, 1.724, 4.620], [-2.737, 1.918, 6.186], [-1.597, 1.316, 6.781], [-3.930, 1.671, 6.896], [-2.530, 3.367, 6.294], [-1.650, 1.581, 3.800], [-0.840, 0.360, 4.095], [-0.920, 2.830, 3.634], [-2.133, 1.401, 2.277], [4.363, -5.392, 0.679], [4.780, -3.828, 0.527], [6.113, -3.585, 0.892], [3.792, -2.847, 1.008], [4.602, -3.622, -0.927], [3.598, -5.819, 1.975], [3.590, -4.860, 3.085], [3.675, -7.254, 2.273], [2.101, -5.600, 1.549], [1.720, 5.540, -0.633], [0.841, 5.133, -1.398], [2.318, 6.613, -0.878], [1.964, 4.933, 0.461]], "atomic_forces_ev_per_a": [[-1.144, -0.868, 1.218], [1.503, -0.243, -0.006], [-0.370, -0.037, -0.152], [0.530, -0.215, 0.501], [1.265, 0.379, 0.220], [-0.136, -1.247, 2.055], [0.902, -1.631, -0.346], [-1.306, 0.403, -0.549], [-0.067, -0.481, -0.057], [-0.650, 0.891, 0.237], [0.867, 0.510, -0.326], [-0.094, 0.085, -0.279], [0.048, -0.032, -0.227], [-0.281, 0.169, -0.512], [0.019, 0.075, -0.126], [-0.075, 0.243, -0.241], [-0.272, 0.152, -0.086], [-0.455, -0.400, 0.635], [0.339, 0.179, -0.426], [-0.793, 0.448, -0.882], [0.199, 0.472, 0.269], [-0.654, 0.657, -0.627], [0.034, -0.405, -0.823], [-0.979, 0.964, 0.518], [0.340, -0.249, 0.033], [0.208, 0.408, -0.396], [-0.221, -0.484, 0.226], [0.455, -0.541, 0.194], [0.259, 0.122, 0.083], [0.397, 0.528, -0.039], [0.480, 0.917, -0.489], [0.141, 0.392, 0.139], [0.585, -1.094, 0.446], [0.574, -0.799, 0.313], [-1.709, -1.628, -0.715], [0.604, 1.528, -0.116], [-0.428, -0.778, -0.381], [0.885, 0.094, -1.524], [-0.773, 0.253, 0.278], [-0.035, -1.640, 0.106], [0.094, -0.086, 0.004], [0.340, -0.630, 0.295], [-0.933, -0.555, 0.240], [-0.350, 0.022, 0.539], [0.105, 0.527, -0.083], [0.237, 0.124, -0.009], [-0.118, 0.491, -0.294], [0.557, 0.840, 0.587], [-0.474, 0.448, -0.677], [-0.255, 0.643, 0.896], [0.278, 0.208, -0.684], [-0.059, -0.150, 0.160], [1.075, -0.086, 0.259], [0.347, -0.205, -0.662], [-0.483, -0.283, 0.359], [-0.840, 0.030, 0.139], [0.300, -0.078, 0.882], [-0.352, 0.603, -0.448], [0.328, 0.236, 0.260], [-0.009, 0.828, 0.277], [0.004, -1.172, -0.549], [0.621, 0.880, 0.066], [0.249, 0.599, 0.231], [-0.371, -0.546, -2.153], [1.007, -0.669, -0.851], [0.433, 1.309, 0.326], [-2.381, -0.636, 0.304], [0.657, 1.493, 0.355], [-0.452, -0.257, -1.308], [1.090, 1.387, -0.853], [0.200, -0.265, 1.391], [0.154, -0.005, -0.133], [0.112, 0.177, 0.409], [-0.276, 0.604, 0.361], [0.253, -0.336, -0.501], [0.675, -0.545, 0.615], [0.036, -0.067, 0.731], [-0.556, 0.445, -0.009], [-0.239, 0.174, -0.412], [0.239, -0.025, -0.135], [-0.037, -0.426, -0.092], [0.174, 0.231, 0.273], [-1.260, -1.205, 0.140], [-0.263, 0.337, 0.028], [0.036, -0.390, 0.491], [0.252, -0.069, 0.349], [0.525, -0.252, -0.188], [-0.624, 0.180, 0.391], [-0.371, -1.156, 0.465], [0.068, 0.113, 0.496], [0.509, -0.855, -0.985], [0.487, 1.742, 0.461], [-0.864, 1.200, -0.416], [1.170, -0.700, -1.391], [0.717, -0.493, -0.975], [-0.163, -0.013, 1.040], [0.348, 2.150, 0.367], [0.105, -1.087, 0.413], [0.292, 1.110, 0.717], [-0.055, 0.168, -0.905], [0.316, 0.215, -0.372], [0.031, -0.033, 0.438], [-0.749, 0.291, 1.312], [-0.356, -0.946, -0.014], [0.355, -0.463, -0.044], [-0.414, -0.300, 0.422], [-0.225, 0.455, 0.151], [-0.118, 0.085, -0.074], [-0.970, -0.004, -0.162], [0.485, 0.192, 0.608], [-0.071, 0.075, -0.738], [-0.137, -0.916, -0.371], [0.376, 0.163, 0.183], [0.077, -1.158, 0.197], [-1.106, -0.879, -1.114], [-0.408, 1.052, 0.344], [0.308, -0.367, 0.222], [0.672, -0.114, 0.682], [-0.965, -0.430, 0.374], [0.448, -0.354, -0.468], [-0.276, 0.075, -0.245], [-0.315, 0.233, 1.688], [1.108, -1.812, -1.040], [-1.562, -1.390, 0.271], [-1.204, 0.897, -0.632], [1.026, -0.238, 0.446], [-0.486, -0.400, 2.153], [0.894, 1.482, 0.041], [-1.783, 0.519, -1.699], [0.630, -1.818, -0.895], [0.445, 0.545, -0.618], [0.495, -0.272, 0.489], [-0.368, -0.475, 0.424], [-0.109, 0.767, -1.002], [0.845, -0.452, 0.229], [0.319, 0.074, -0.017], [0.136, 0.489, -0.722], [-0.092, 0.147, -0.385], [0.461, -0.028, 0.712], [-0.076, 0.321, -0.111], [-0.427, -0.764, -0.128], [-0.257, 0.412, -0.448], [-0.127, 0.444, 0.258], [-0.234, 0.672, -0.656], [0.704, -0.105, -0.193], [-0.531, -0.139, 0.142], [0.163, 0.042, 0.673], [0.233, 1.126, -0.050], [-0.081, 0.274, 0.983], [0.588, -0.591, 0.576], [-0.084, 0.042, -0.869], [-1.158, -0.311, -0.513], [0.341, -0.762, -0.613], [-0.787, -1.109, 0.230], [-0.781, -0.068, 0.040], [-1.645, -1.149, 0.765], [1.099, 1.627, -0.621], [-0.193, -0.557, 2.061], [0.232, 0.118, -0.475], [-0.703, -1.492, 0.141], [-0.430, 0.196, -0.167], [0.488, -0.353, 0.417], [-0.174, -0.354, 0.231], [0.104, 0.866, 0.193], [0.609, 0.013, 0.214], [0.829, 0.184, -0.229], [0.357, 0.086, 0.327], [0.429, 0.850, -0.580], [0.476, -0.311, -0.003], [-0.710, -0.437, 0.475], [-0.321, 1.735, 0.541], [0.701, 0.340, 0.362], [0.388, -0.338, -1.000], [-0.120, 0.205, -0.457], [0.051, 0.195, -0.345], [0.210, -0.014, 0.606], [0.465, 0.041, -0.293], [0.329, -0.430, -0.405], [0.145, -0.476, -0.239], [0.139, 1.590, 0.163], [2.339, 0.470, 0.614], [-1.728, -1.326, -1.156], [-0.686, -0.796, 0.719], [1.309, -0.193, -0.415], [-1.110, -0.942, -0.400], [1.335, 0.748, -1.038], [0.962, 0.909, 0.291], [1.000, 0.943, 0.028], [-0.092, -1.208, 0.376], [-0.346, 0.279, 0.015], [-0.470, 0.226, -0.378], [-0.460, 0.485, 0.771], [-0.397, -0.107, -0.400], [0.387, 1.109, -0.244], [1.730, -0.649, 0.315], [0.085, -0.283, 0.077], [-1.052, -0.237, 0.102], [-0.484, 0.159, 0.587], [-0.112, 0.612, 0.449], [-0.227, -0.236, -0.599], [0.068, 0.314, 0.631], [-0.414, -0.250, -0.268], [-0.195, -0.225, 0.035], [-0.483, 0.284, -0.460], [-0.370, -0.194, 0.156], [-0.044, -0.495, 0.337], [-0.731, 0.054, -0.364], [0.114, 0.413, 0.044], [0.286, -0.023, 0.137], [-0.209, 0.148, -0.112], [-1.207, 0.462, -0.212], [1.060, -0.792, -1.132], [-1.925, -0.157, -0.436], [-0.994, 0.689, 0.009], [0.447, 1.011, 1.278], [0.888, -2.050, -0.974], [0.378, -0.229, -1.700], [-0.065, 0.251, 1.452], [-0.423, -0.382, -0.124], [0.342, 1.793, 0.612], [0.280, -0.902, 0.273], [0.436, 0.688, 0.083], [0.315, -0.381, -0.044], [-1.289, -0.120, 0.618], [0.999, 1.071, 0.583], [0.123, 0.314, 0.108], [0.404, -0.262, 0.309], [-0.467, -0.584, -0.141], [-0.800, 0.307, -0.225], [-0.010, -0.190, -0.309], [-0.559, 1.156, -0.715], [0.197, -0.207, 1.051], [0.213, 0.711, 0.242], [0.657, -0.362, 0.367], [-0.062, -0.126, 0.270], [0.455, -0.370, -0.315], [0.550, 0.213, -0.347], [0.080, -0.327, 0.031], [0.319, -0.721, -0.295], [-0.397, -0.571, -0.131], [-0.489, -0.391, 0.945], [-1.215, -1.128, -0.576], [0.403, 0.211, -1.161], [-0.234, -0.459, -1.189], [0.248, 0.050, 1.087], [0.115, 0.573, -1.085], [-1.359, 2.251, 1.417], [-1.693, -0.921, 0.995], [0.553, -1.202, -0.589], [-0.163, -1.040, 1.579], [-0.297, 0.142, -0.197], [0.186, 0.351, -0.058], [0.244, 0.161, -0.737], [1.130, -0.311, 0.544], [0.076, 0.691, 0.143], [0.151, -0.200, 0.118], [-0.039, 0.018, 0.538], [0.761, 0.524, 0.452], [-0.054, -0.015, -0.065], [-0.486, 0.434, -0.211], [0.188, -0.592, -0.428], [-0.009, 0.075, 0.711], [0.048, -0.292, 0.137], [0.909, -1.404, -0.355], [0.653, 0.518, -0.313], [0.258, 0.273, -0.037], [0.228, -0.042, -0.663], [-0.229, 0.642, 0.079], [0.294, 1.033, -0.290], [-0.071, 0.104, -0.882], [2.115, -0.401, 0.442], [-1.271, 0.897, -0.637], [0.441, 0.539, -0.480], [-0.711, 0.056, -1.726], [0.738, 1.741, 0.633], [0.419, -0.438, -0.784], [-0.106, -1.537, 0.635], [0.920, -0.894, -0.100], [-1.449, 0.229, -1.011], [2.071, 0.422, 1.255], [-1.073, -0.058, 0.668], [0.027, 0.343, 0.024], [-1.034, 0.389, -0.377], [1.045, -0.139, -0.077], [0.375, -0.574, -0.029], [-0.647, 0.053, 1.264], [0.788, 0.654, 0.479], [-0.001, -0.098, -0.128], [-1.102, -0.153, -0.677], [0.140, -0.634, 0.644], [1.097, -0.337, 0.222], [-0.345, 0.634, -0.845], [-0.559, -0.798, 0.209], [-0.208, -0.442, 0.293], [-0.854, -0.155, 0.474], [-0.254, 1.055, -0.410], [0.218, 0.368, 0.588], [-0.399, -0.014, 0.086], [-0.357, -0.137, -0.224], [-0.112, -0.378, -0.401], [0.894, 3.249, -0.399], [1.075, -0.843, -0.679], [-1.106, -1.041, 0.191], [0.257, -0.085, 0.476], [-0.947, -0.630, -0.599], [-0.292, -0.785, 0.224], [0.057, 0.304, 0.393], [0.193, -1.562, -1.250], [0.374, 1.123, 1.445], [-0.782, 1.673, -1.523], [0.396, 0.015, 0.142], [0.406, -0.733, 0.670], [0.477, -0.375, -0.176], [-1.178, 0.023, 0.862], [-1.342, -1.834, 2.024], [0.434, 1.025, -1.621], [0.231, -0.137, -0.082], [0.057, -0.037, -0.547], [0.199, 0.447, -0.049], [0.566, 0.709, 0.161], [-0.353, -0.333, -0.200], [1.277, -0.338, -0.278], [-0.911, -4.721, 0.103], [1.123, -0.012, -0.675], [-1.937, -0.035, 0.184], [0.846, 4.772, 0.180], [3.134, -1.362, -0.609], [-2.162, 2.942, -0.879], [-0.506, -0.771, 0.826], [-0.765, -0.473, 1.011], [0.390, 0.707, 0.014], [-3.111, 0.977, 4.466], [1.413, -0.048, -0.185], [0.990, -1.451, -0.003], [0.399, -0.510, -3.902], [-0.209, 0.158, 2.813], [1.119, -1.516, -1.135], [0.121, 2.374, -1.044], [-1.370, -0.549, -0.965], [0.110, 0.234, 1.747], [-0.113, -0.310, -0.444], [0.303, -0.475, 0.064], [-0.162, 0.387, -1.237]], "lowdin_charge": [-0.035, -0.168, -0.238, 0.052, -0.163, -0.075, -0.081, -0.211, -0.198, -0.083, 0.051, 0.067, 0.063, 0.133, 0.141, 0.105, 0.091, 0.097, 0.122, 0.089, 0.093, 0.106, 0.056, 0.167, 0.139, 0.120, 0.137, 0.089, 0.101, 0.086, -0.031, -0.144, -0.267, 0.059, -0.218, -0.052, -0.118, -0.211, -0.219, -0.052, 0.096, 0.090, 0.057, 0.141, 0.118, 0.119, 0.104, 0.090, 0.115, 0.165, 0.092, 0.070, 0.112, 0.133, 0.150, 0.127, 0.150, 0.108, 0.105, 0.079, -0.048, -0.196, -0.232, 0.013, -0.152, -0.052, -0.043, -0.185, -0.196, -0.108, 0.071, 0.074, 0.082, 0.098, 0.121, 0.133, 0.082, 0.125, 0.132, 0.111, 0.108, 0.081, 0.057, 0.151, 0.128, 0.126, 0.139, 0.079, 0.114, 0.077, -0.049, -0.222, -0.255, 0.046, -0.179, -0.052, -0.039, -0.151, -0.205, -0.096, 0.097, 0.085, 0.094, 0.149, 0.130, 0.106, 0.105, 0.090, 0.105, 0.132, 0.086, 0.099, 0.091, 0.101, 0.157, 0.125, 0.132, 0.106, 0.071, 0.075, -0.038, -0.168, -0.267, 0.002, -0.113, -0.041, -0.120, -0.234, -0.206, -0.027, 0.093, 0.094, 0.097, 0.107, 0.139, 0.119, 0.105, 0.104, 0.113, 0.123, 0.059, 0.103, 0.085, 0.121, 0.107, 0.143, 0.127, 0.086, 0.070, 0.105, -0.035, -0.144, -0.288, 0.014, -0.200, -0.062, -0.072, -0.185, -0.181, -0.056, 0.089, 0.080, 0.093, 0.130, 0.125, 0.092, 0.125, 0.113, 0.118, 0.141, 0.102, 0.099, 0.101, 0.120, 0.143, 0.114, 0.117, 0.079, 0.086, 0.062, -0.042, -0.136, -0.275, 0.062, -0.140, -0.029, -0.091, -0.209, -0.195, -0.087, 0.049, 0.097, 0.098, 0.101, 0.114, 0.117, 0.094, 0.096, 0.146, 0.095, 0.060, 0.083, 0.071, 0.161, 0.124, 0.117, 0.150, 0.089, 0.094, 0.101, -0.049, -0.174, -0.265, 0.023, -0.068, -0.031, -0.107, -0.193, -0.273, -0.026, 0.107, 0.087, 0.072, 0.109, 0.108, 0.098, 0.117, 0.128, 0.118, 0.102, 0.052, 0.070, 0.112, 0.142, 0.140, 0.132, 0.109, 0.077, 0.056, 0.103, -0.032, -0.136, -0.226, 0.028, -0.160, -0.046, -0.077, -0.156, -0.219, -0.071, 0.079, 0.067, 0.060, 0.127, 0.106, 0.102, 0.068, 0.078, 0.108, 0.112, 0.073, 0.039, 0.088, 0.076, 0.130, 0.102, 0.102, 0.086, 0.082, 0.067, -0.048, -0.140, -0.287, 0.009, -0.177, -0.069, -0.118, -0.177, -0.193, -0.123, 0.064, 0.104, 0.054, 0.123, 0.151, 0.073, 0.135, 0.116, 0.145, 0.148, 0.101, 0.085, 0.106, 0.114, 0.124, 0.158, 0.092, 0.102, 0.070, 0.107, 0.789, -0.251, -0.186, -0.253, -0.319, -0.221, -0.284, 0.888, -0.289, -0.289, -0.232, -0.292, -0.264, -0.285, 0.805, -0.287, -0.248, -0.234, -0.254, -0.288, -0.251, -0.284, 0.373, -0.257, -0.271, -0.107, 0.553, -0.327, -0.326, -0.198, -0.298, 0.456, -0.243, -0.337, -0.110, 0.505, -0.330, -0.311, -0.210, -0.579, -0.035, -0.080, -0.080], "e_above_lowest_ev": 0.000, "lumo_ev": -5.75, "charge": 4, "energy_ev": -434179.0637, "e_homo_ev": -13.758}